<w>
{"formula": "C2H7N2O", "method": "the ωB97M-V functional and the def2-TZVPD basis", "symbols": ["C", "C", "N", "N", "O", "H", "H", "H", "H", "H", "H", "H"], "xyz": [[0.347, -0.253, -0.443], [-2.070, 0.100, -0.490], [-0.806, -0.099, 0.090], [2.046, 0.341, 0.824], [-0.027, -1.447, -0.162], [0.985, 0.032, -1.177], [-2.757, -0.776, -0.020], [-2.644, 1.056, -0.234], [-2.132, -0.091, -1.553], [2.911, -0.264, 0.638], [1.783, 0.210, 1.897], [2.362, 1.190, 0.630]], "total_charge": 1, "multiplicity": 1}



<x>
{"formula": "C2H7N2O", "method": "the ωB97M-V functional and the def2-TZVPD basis", "symbols": ["C", "C", "N", "N", "O", "H", "H", "H", "H", "H", "H", "H"], "xyz": [[0.235, -0.892, -0.532], [-0.059, 0.768, 1.245], [0.114, -2.139, -0.818], [-1.097, 1.293, 0.662], [1.207, 1.289, 1.279], [0.835, -0.183, -1.231], [-0.261, 0.050, 2.100], [-0.173, -2.764, -0.084], [0.294, -2.658, -1.661], [-1.043, 2.099, 0.007], [-1.931, 1.261, 1.151], [1.571, 1.908, 0.565]], "total_charge": 1, "multiplicity": 1}



<y>
{"formula": "C2H7N2O", "method": "the ωB97M-V functional and the def2-TZVPD basis", "symbols": ["C", "O", "N", "C", "N", "H", "H", "H", "H", "H", "H", "H"], "xyz": [[-1.224, 0.274, -1.246], [-0.224, 0.830, -0.444], [0.874, 0.078, -0.415], [1.379, -0.501, 0.986], [0.461, -0.576, 1.980], [-1.823, 1.065, -1.540], [-1.686, -0.452, -0.652], [-0.788, -0.274, -2.154], [1.639, 0.403, -1.153], [2.302, -0.960, 0.882], [0.730, -1.207, 2.721], [-0.545, -0.295, 1.940]], "total_charge": 1, "multiplicity": 1}



<z>
{"formula": "C2H7N2O", "method": "the ωB97M-V functional and the def2-TZVPD basis", "symbols": ["N", "C", "N", "C", "O", "H", "H", "H", "H", "H", "H", "H"], "xyz": [[1.417, 1.006, 0.125], [1.283, -0.258, -0.091], [0.071, -0.827, -0.188], [-1.382, -0.278, 0.198], [-1.489, 1.018, -0.169], [2.309, 1.364, 0.209], [0.686, 1.705, 0.227], [2.082, -0.978, -0.219], [0.123, -1.714, -0.792], [-1.533, -0.283, 1.327], [-2.081, -0.898, -0.505], [-2.447, 1.133, -0.364]], "total_charge": 1, "multiplicity": 1}



List of relative energies, unit eV: <w> 4.660; <x> 2.281; <y> 3.033; <z> 0.000



<w>
{"formula": "CH11N2O3", "method": "the ωB97M-V functional and the def2-TZVPD basis", "symbols": ["N", "C", "N", "H", "H", "H", "H", "H", "H", "H", "O", "H", "H", "O", "H", "H", "O"], "xyz": [[-0.041, -0.135, -1.041], [-0.306, 0.836, -0.194], [0.341, 0.930, 0.952], [0.360, -0.917, -0.526], [-0.298, -0.346, -1.991], [-0.463, 1.787, -0.744], [0.174, 1.538, 1.738], [0.658, 0.020, 1.275], [0.396, 1.769, -3.732], [-0.871, 2.898, -3.411], [-0.330, 2.123, -3.231], [-0.284, -3.637, -0.869], [-0.095, -3.141, 0.570], [-0.446, -2.875, -0.293], [0.654, 0.356, 4.166], [0.187, -1.015, 3.892], [0.363, -0.191, 3.439]], "total_charge": 1, "multiplicity": 1}



<x>
{"formula": "CH11N2O3", "method": "the ωB97M-V functional and the def2-TZVPD basis", "symbols": ["N", "C", "N", "H", "H", "H", "H", "H", "H", "H", "O", "H", "H", "O", "H", "H", "O"], "xyz": [[0.006, 0.513, 0.982], [-0.176, -0.035, 2.139], [-0.576, -1.267, 2.348], [-0.114, -0.011, 0.096], [0.537, 1.374, 0.911], [-0.031, 0.609, 3.006], [-0.769, -1.521, 3.303], [-0.900, -1.892, 1.622], [2.702, 2.877, 1.115], [3.255, 1.445, 1.149], [2.440, 1.954, 1.203], [0.429, -1.273, -1.733], [-0.840, -0.655, -2.324], [-0.339, -0.742, -1.479], [-1.991, -1.235, -4.206], [-2.131, 0.288, -4.144], [-1.502, -0.429, -3.989]], "total_charge": 1, "multiplicity": 1}



List of relative energies, unit eV: <w> 1.589; <x> 0.000



<w>
{"formula": "C4H6", "method": "the ωB97M-V functional and the def2-TZVPD basis", "symbols": ["C", "C", "C", "C", "H", "H", "H", "H", "H", "H"], "xyz": [[-1.840, -0.073, -0.130], [-0.457, -0.531, -0.392], [0.683, -0.177, 0.115], [1.921, 0.444, 0.133], [-2.479, -0.198, -1.010], [-1.919, 0.961, 0.238], [-2.259, -0.727, 0.645], [2.661, 0.188, 0.885], [2.214, 1.159, -0.635], [1.476, -1.047, 0.151]], "multiplicity": 1}



<x>
{"formula": "C4H6", "method": "the ωB97M-V functional and the def2-TZVPD basis", "symbols": ["C", "C", "C", "C", "H", "H", "H", "H", "H", "H"], "xyz": [[0.951, -0.719, -0.126], [0.277, 0.507, 0.508], [-1.151, 0.136, 0.391], [-0.158, -0.082, -0.786], [1.952, -0.506, -0.494], [0.932, -1.651, 0.501], [0.918, 1.421, 0.682], [-1.766, -0.483, 1.019], [-1.710, 1.039, 0.039], [-0.245, 0.336, -1.735]], "multiplicity": 1}



<y>
{"formula": "C4H6", "method": "the ωB97M-V functional and the def2-TZVPD basis", "symbols": ["C", "C", "H", "H", "C", "C", "H", "H", "H", "H"], "xyz": [[-1.677, -0.235, -0.302], [-1.003, -1.223, -0.470], [-2.585, 0.404, -0.150], [-0.188, -2.027, -0.460], [1.282, 0.018, 0.440], [0.481, 1.012, 0.066], [2.356, 0.155, 0.441], [0.935, -0.955, 0.638], [0.996, 1.945, -0.158], [-0.597, 0.906, -0.045]], "multiplicity": 1}



List of relative energies, unit eV: <w> 2.477; <x> 0.000; <y> 1.849



<w>
{"formula": "C5H15NO", "method": "the ωB97M-V functional and the def2-TZVPD basis", "symbols": ["C", "C", "C", "C", "C", "N", "H", "H", "H", "H", "H", "H", "H", "H", "H", "H", "H", "H", "H", "O", "H", "H"], "xyz": [[1.293, -1.572, 0.901], [0.102, -1.622, 0.021], [0.145, -0.497, -1.087], [-0.050, 0.901, -0.511], [0.327, 1.928, -1.564], [-1.243, 1.177, 0.293], [2.072, -2.327, 0.671], [1.106, -1.746, 1.969], [1.958, -0.675, 0.920], [0.090, -2.532, -0.593], [-0.848, -1.419, 0.518], [1.175, -0.487, -1.458], [-0.450, -0.706, -1.988], [0.891, 0.990, 0.103], [1.313, 1.698, -1.921], [0.347, 2.945, -1.126], [-0.371, 1.945, -2.419], [-1.353, 2.190, 0.224], [-2.066, 0.883, -0.242], [-1.410, -0.254, 2.786], [-1.798, -1.105, 2.513], [-1.228, 0.284, 1.991]], "multiplicity": 1}



<x>
{"formula": "C5H15NO", "method": "the ωB97M-V functional and the def2-TZVPD basis", "symbols": ["C", "C", "C", "C", "C", "N", "H", "H", "H", "H", "H", "H", "H", "H", "H", "H", "H", "H", "H", "O", "H", "H"], "xyz": [[2.305, 0.425, 1.597], [1.535, 0.476, 0.217], [0.606, -0.767, -0.006], [-0.858, -0.604, 0.588], [-1.709, -1.982, 0.438], [-1.720, 0.410, 0.223], [1.739, 0.216, 2.481], [3.041, -0.316, 1.473], [2.894, 1.396, 1.712], [2.249, 0.752, -0.512], [1.052, 1.493, 0.262], [0.962, -1.697, 0.461], [0.570, -1.044, -1.124], [-0.687, -0.397, 1.707], [-2.814, -1.803, 0.517], [-1.530, -2.558, -0.521], [-1.501, -2.568, 1.269], [-1.939, 0.326, -0.773], [-1.194, 1.310, 0.438], [-1.183, 2.406, -3.138], [-0.661, 2.952, -3.807], [-1.157, 1.575, -3.500]], "multiplicity": 1}



<y>
{"formula": "C5H15NO", "method": "the ωB97M-V functional and the def2-TZVPD basis", "symbols": ["C", "C", "C", "N", "C", "C", "H", "H", "H", "H", "H", "H", "H", "H", "H", "H", "H", "H", "H", "O", "H", "H"], "xyz": [[-0.818, -0.143, -1.529], [-0.110, -1.025, -0.520], [-0.658, -2.429, -0.423], [-0.146, -0.483, 0.879], [1.042, 0.198, 1.363], [-1.387, 0.098, 1.287], [-0.800, -0.611, -2.517], [-1.890, -0.049, -1.322], [-0.503, 0.891, -1.669], [0.938, -1.087, -0.821], [-0.917, -2.910, -1.374], [-1.619, -2.406, 0.099], [-0.025, -3.127, 0.118], [1.903, -0.269, 0.888], [1.110, -0.026, 2.429], [1.113, 1.285, 1.256], [-1.271, 0.558, 2.272], [-1.718, 0.982, 0.703], [-2.218, -0.605, 1.277], [1.859, 3.022, -0.917], [1.182, 2.378, -0.679], [1.522, 3.847, -0.642]], "multiplicity": 1}



<z>
{"formula": "C5H15NO", "method": "the ωB97M-V functional and the def2-TZVPD basis", "symbols": ["C", "N", "C", "C", "C", "C", "H", "H", "H", "H", "H", "H", "H", "H", "H", "H", "H", "H", "H", "O", "H", "H"], "xyz": [[0.804, -1.455, 1.087], [-0.251, -1.530, 0.083], [-0.112, -0.497, -1.040], [0.550, 0.958, -0.557], [-0.570, 2.091, -0.607], [1.796, 1.304, -1.284], [0.799, -0.465, 1.586], [0.531, -2.294, 1.717], [1.811, -1.556, 0.566], [-1.152, -1.363, 0.397], [0.464, -0.795, -1.922], [-1.132, -0.385, -1.384], [0.725, 0.831, 0.567], [-0.313, 2.936, 0.053], [-0.601, 2.487, -1.607], [-1.497, 1.495, -0.469], [2.490, 1.860, -0.713], [2.518, 0.469, -1.541], [1.443, 2.015, -2.131], [-2.957, -1.923, 2.694], [-2.958, -2.806, 2.294], [-2.387, -1.376, 2.212]], "multiplicity": 1}



List of relative energies, unit eV: <w> 0.000; <x> 0.884; <y> 0.349; <z> 1.477



<w>
{"formula": "C5H15NO", "method": "the ωB97M-V functional and the def2-TZVPD basis", "symbols": ["C", "C", "C", "N", "C", "C", "H", "H", "H", "H", "H", "H", "H", "H", "H", "H", "H", "H", "H", "O", "H", "H"], "xyz": [[-0.315, -1.556, 2.489], [-0.128, -0.063, 2.223], [0.643, 0.334, 0.902], [-0.122, 0.580, -0.357], [-0.697, -0.694, -0.866], [-1.625, -0.443, -2.023], [-1.096, -1.902, 1.837], [0.607, -2.123, 2.312], [-0.671, -1.674, 3.499], [0.554, 0.384, 2.993], [-1.112, 0.405, 2.230], [1.158, 1.258, 1.097], [1.474, -0.377, 0.685], [-0.855, 1.270, -0.137], [-1.153, -1.341, -0.115], [0.179, -1.220, -1.230], [-2.073, -1.420, -2.373], [-1.210, 0.170, -2.832], [-2.502, 0.165, -1.677], [2.063, 1.599, -2.078], [2.170, 2.528, -1.829], [1.404, 1.342, -1.375]], "multiplicity": 1}



<x>
{"formula": "C5H15NO", "method": "the ωB97M-V functional and the def2-TZVPD basis", "symbols": ["C", "C", "C", "C", "N", "C", "H", "H", "H", "H", "H", "H", "H", "H", "H", "H", "H", "H", "H", "O", "H", "H"], "xyz": [[0.935, -1.233, -3.028], [0.543, -1.817, -1.645], [0.482, -0.627, -0.470], [1.932, -0.155, -0.243], [-0.095, -1.215, 0.809], [-0.527, 0.059, 1.744], [1.642, -0.380, -2.790], [1.334, -1.985, -3.654], [0.049, -0.682, -3.513], [1.217, -2.576, -1.323], [-0.356, -2.487, -1.800], [-0.176, 0.051, -0.973], [1.969, 0.460, 0.609], [2.294, 0.567, -1.035], [2.795, -0.822, -0.044], [-0.314, -2.216, 0.549], [0.232, 0.791, 1.572], [-1.502, 0.428, 1.364], [-0.727, -0.310, 2.755], [-4.126, 4.628, 4.020], [-3.481, 5.363, 3.934], [-4.122, 4.159, 3.160]], "multiplicity": 1}



List of relative energies, unit eV: <w> 0.000; <x> 2.179